{
  "formula": "C24H19Cl2CuF12N5O14S4",
  "method": "wB97M-V/def2-TZVPD",
  "species": ["Cu", "C", "F", "F", "F", "S", "O", "O", "N", "S", "O", "O", "C", "F", "F", "F", "C", "F", "F", "F", "S", "O", "O", "N", "S", "O", "O", "C", "F", "F", "F", "Cl", "C", "C", "Cl", "H", "H", "H", "H", "C", "C", "C", "C", "C", "C", "N", "O", "O", "H", "H", "H", "H", "H", "C", "C", "C", "C", "C", "C", "N", "O", "O", "H", "H", "H", "H", "H", "C", "C", "C", "C", "C", "C", "N", "O", "O", "H", "H", "H", "H", "H"],
  "coordinates": [[-0.910, 0.308, 0.713], [1.356, 0.907, -2.951], [1.181, 1.469, -4.174], [2.411, 0.187, -2.913], [1.539, 1.869, -2.049], [-0.277, -0.184, -2.536], [-1.373, 0.830, -2.529], [-0.455, -1.184, -3.579], [-0.040, -0.754, -0.855], [0.651, -2.134, -1.038], [-0.385, -3.158, -0.943], [1.679, -2.240, -2.096], [1.632, -2.287, 0.590], [0.704, -2.472, 1.548], [2.520, -3.338, 0.475], [2.236, -1.082, 0.766], [-1.618, -1.414, 4.538], [-1.101, -2.545, 3.951], [-2.926, -1.361, 4.336], [-1.325, -1.603, 5.859], [-0.901, 0.252, 3.871], [-0.785, 1.185, 4.967], [0.378, -0.160, 3.315], [-1.918, 0.656, 2.497], [-3.011, 1.559, 3.181], [-3.287, 1.494, 4.616], [-2.937, 2.917, 2.558], [-4.661, 0.819, 2.441], [-4.625, -0.517, 2.510], [-5.726, 1.399, 3.059], [-4.661, 1.159, 1.177], [4.578, -5.713, -3.241], [4.775, -6.756, -1.821], [4.542, -5.993, -0.512], [4.748, -7.186, 0.796], [5.690, -7.285, -2.087], [3.936, -7.400, -2.082], [3.561, -5.518, -0.542], [5.380, -5.299, -0.456], [-0.818, 7.369, -1.177], [-1.782, 6.817, -2.008], [-2.084, 5.474, -1.923], [-1.405, 4.674, -0.972], [-0.284, 5.170, -0.391], [0.016, 6.565, -0.451], [-1.872, 3.280, -0.680], [-2.934, 2.871, -1.169], [-1.177, 2.471, -0.040], [-0.615, 8.418, -1.025], [-2.316, 7.473, -2.679], [-2.739, 4.921, -2.581], [0.175, 4.555, 0.369], [0.701, 7.094, 0.194], [6.169, 1.147, 1.485], [5.532, 1.181, 2.693], [4.248, 1.537, 2.742], [3.558, 1.725, 1.503], [4.233, 1.609, 0.343], [5.522, 1.215, 0.322], [2.166, 2.026, 1.547], [1.354, 1.485, 0.845], [1.824, 2.909, 2.343], [7.215, 0.878, 1.505], [6.093, 1.063, 3.608], [3.815, 1.532, 3.732], [3.798, 1.726, -0.639], [5.958, 1.175, -0.665], [-4.587, -3.594, -3.603], [-3.733, -4.283, -2.716], [-3.213, -3.562, -1.614], [-3.658, -2.278, -1.232], [-4.575, -1.694, -2.073], [-5.064, -2.361, -3.182], [-3.021, -1.530, -0.132], [-2.922, -0.335, -0.242], [-2.431, -2.140, 0.743], [-4.977, -4.034, -4.509], [-3.282, -5.220, -3.010], [-2.547, -4.122, -0.975], [-5.126, -0.791, -1.856], [-5.794, -1.843, -3.787]],
  "multiplicity": 2,
  "homo_energy_ha": [-0.371, -0.371],
  "s2": 0.7518,
  "total_energy_ev": -206931.0583,
  "gap_ev": [8.88, 6.10]
}


{
  "formula": "C31H28Cl5N3O4Sn",
  "method": "wB97M-V/def2-TZVPD",
  "species": ["Sn", "C", "O", "C", "C", "C", "C", "C", "C", "N", "C", "N", "C", "C", "C", "C", "C", "C", "O", "C", "N", "C", "C", "C", "C", "C", "C", "O", "C", "H", "H", "H", "H", "H", "H", "H", "H", "H", "H", "H", "H", "H", "H", "H", "H", "H", "H", "H", "H", "H", "H", "C", "C", "C", "O", "H", "H", "H", "H", "H", "H", "Cl", "C", "C", "C", "Cl", "C", "Cl", "C", "Cl", "C", "Cl"],
  "coordinates": [[0.019, 1.311, -0.932], [1.463, -1.670, 5.316], [1.143, -0.482, 6.044], [2.048, 0.527, 5.837], [3.174, 0.656, 6.632], [4.053, 1.709, 6.418], [3.792, 2.643, 5.427], [2.650, 2.530, 4.647], [1.790, 1.456, 4.830], [0.592, 1.303, 4.084], [0.489, 1.080, 2.751], [1.631, 1.184, 2.066], [2.200, 0.305, 1.085], [1.658, 0.060, -0.146], [2.210, -0.976, -0.911], [3.311, -1.683, -0.470], [3.893, -1.388, 0.761], [3.324, -0.405, 1.549], [3.757, -0.074, 2.806], [4.950, -0.676, 3.276], [-0.689, 0.728, 2.208], [-1.689, 0.208, 3.128], [-2.212, 1.068, 4.092], [-3.150, 0.681, 5.017], [-3.622, -0.629, 4.952], [-3.126, -1.499, 4.002], [-2.132, -1.114, 3.090], [-1.746, -2.087, 2.236], [-0.421, -2.126, 1.709], [0.639, -2.363, 5.465], [2.391, -2.109, 5.689], [1.577, -1.451, 4.250], [3.343, -0.071, 7.416], [4.932, 1.809, 7.040], [4.462, 3.478, 5.272], [2.417, 3.286, 3.904], [-0.200, 1.000, 4.634], [2.378, 1.468, 2.687], [1.774, -1.220, -1.874], [3.733, -2.473, -1.079], [4.756, -1.942, 1.102], [4.826, -1.756, 3.390], [5.149, -0.229, 4.246], [5.784, -0.476, 2.600], [-1.880, 2.099, 4.076], [-3.521, 1.379, 5.754], [-4.380, -0.971, 5.645], [-3.478, -2.521, 3.941], [-0.277, -3.148, 1.366], [0.312, -1.900, 2.488], [-0.294, -1.444, 0.872], [-1.307, 1.423, 1.022], [0.761, 4.690, 0.314], [-2.571, 5.504, -1.250], [1.814, 5.048, 0.511], [-3.584, 2.786, -0.093], [-1.831, 2.258, 1.353], [-2.801, 3.035, -1.790], [-2.999, 4.401, 0.771], [-3.541, 5.655, -1.751], [-1.896, 5.210, -2.080], [-1.395, -2.063, -2.659], [-2.236, -1.223, -1.391], [-1.605, -0.181, -0.746], [-2.247, 0.470, 0.303], [-2.775, 3.743, -0.496], [-3.597, 0.215, 0.542], [-4.509, 1.253, 1.605], [-4.237, -0.829, -0.118], [-5.885, -1.190, 0.226], [-3.534, -1.589, -1.056], [-4.302, -2.928, -1.819]],
  "homo_energy_ha": -0.262,
  "total_energy_ev": -113692.4325,
  "gap_ev": 7.21
}


{
  "formula": "C4H10N2OS",
  "method": "wB97M-V/def2-TZVPD",
  "species": ["C", "C", "C", "C", "N", "N", "O", "S", "H", "H", "H", "H", "H", "H", "H", "H", "H", "H"],
  "coordinates": [[-0.386, 0.776, -0.906], [-1.579, 1.580, -0.440], [-0.103, -2.493, 0.660], [-0.449, -1.022, 0.570], [1.170, 1.847, -0.998], [2.267, 1.199, -0.995], [-0.126, -0.490, -0.678], [0.711, -0.147, 1.804], [-2.332, 1.621, -1.381], [-1.072, 2.537, -0.347], [-2.133, 1.128, 0.514], [-0.308, -2.804, -0.454], [1.056, -2.587, 0.749], [-0.639, -3.043, 1.529], [-1.371, -0.835, 1.075], [2.509, 0.207, -0.552], [2.704, 1.508, -1.849], [0.080, 1.020, 1.698]],
  "homo_energy_ha": [-0.273, -0.266],
  "total_energy_ev": -20166.4311,
  "gap_ev": [8.18, 7.89]
}